{
  "formula": "C39H57AsCuN6OPSi4",
  "method": "ωB97M-V/def2-TZVPD",
  "energy_ev": -198636.0157,
  "max_force_ha_per_bohr": 0.0056,
  "gap_ev": 5.93,
  "homo_energy_ev": -5.58,
  "molar_mass_da": 907.71,
  "symbols": ["Cu", "C", "N", "C", "C", "N", "C", "P", "C", "N", "C", "C", "N", "C", "C", "N", "C", "C", "N", "C", "H", "H", "H", "H", "H", "H", "H", "H", "H", "H", "H", "H", "H", "H", "H", "C", "Si", "C", "C", "Si", "Si", "C", "C", "C", "Si", "C", "C", "C", "H", "H", "H", "H", "H", "H", "H", "H", "H", "H", "H", "H", "H", "H", "H", "H", "H", "H", "H", "H", "H", "H", "H", "H", "H", "H", "H", "O", "As", "C", "C", "C", "C", "C", "C", "C", "C", "C", "C", "C", "C", "C", "C", "C", "C", "C", "C", "H", "H", "H", "H", "H", "H", "H", "H", "H", "H", "H", "H", "H", "H", "H"],
  "positions_angstrom": [[0.49995, 0.89547, -0.31164], [4.95662, 3.16032, -2.43239], [4.23618, 2.07054, -1.80337], [4.43543, 0.73745, -2.04078], [3.48699, 0.07518, -1.31597], [2.71016, 0.97202, -0.64376], [3.17636, 2.16727, -0.94937], [2.58357, 3.75179, -0.28093], [2.00009, 3.15100, 1.32839], [1.16509, 2.15120, 1.53707], [0.97631, 2.08458, 2.88203], [1.71103, 3.05732, 3.50175], [2.36292, 3.73414, 2.50801], [3.24307, 4.87213, 2.69309], [0.96573, 3.90880, -1.09174], [-0.03683, 3.06969, -0.92836], [-1.09589, 3.60020, -1.59372], [-0.72791, 4.77860, -2.18048], [0.58723, 4.97202, -1.86015], [1.41837, 6.06957, -2.31461], [5.86176, 2.76255, -2.88422], [5.22957, 3.90926, -1.69149], [4.35228, 3.62661, -3.21091], [5.20544, 0.38990, -2.70776], [3.30060, -0.98409, -1.26136], [0.32129, 1.35183, 3.31751], [1.82581, 3.32459, 4.53815], [3.37867, 5.03087, 3.75978], [2.81296, 5.77165, 2.25457], [4.21457, 4.68490, 2.23940], [-2.04906, 3.10379, -1.61158], [-1.26661, 5.47543, -2.79923], [0.77581, 6.84179, -2.72968], [2.11199, 5.73872, -3.08766], [1.98222, 6.48784, -1.48309], [-1.06458, -0.69755, -5.57270], [-0.00166, 0.06961, -4.19919], [1.77101, -0.44494, -4.63677], [-0.01133, 1.94199, -4.51373], [-0.56115, -0.41311, -1.96968], [-0.19577, -2.72527, -2.01744], [1.67297, -3.07761, -2.02133], [-0.83520, -3.67811, -0.50993], [-0.86947, -3.68766, -3.50494], [-2.90216, -0.13381, -1.97678], [-3.90629, -1.72861, -2.19928], [-3.47125, 0.65780, -0.33676], [-3.58144, 1.02303, -3.32698], [-0.91322, -0.15374, -6.51091], [-2.13052, -0.68318, -5.34443], [-0.78727, -1.73778, -5.74504], [2.03614, -0.05475, -5.62493], [1.89063, -1.52936, -4.66499], [2.48291, -0.04833, -3.90894], [0.35421, 2.14109, -5.52726], [0.64796, 2.44995, -3.80267], [-1.00505, 2.38253, -4.41865], [2.08189, -2.93317, -1.01816], [2.21864, -2.43413, -2.71117], [1.86039, -4.11724, -2.30792], [-0.59473, -3.17505, 0.42646], [-0.35824, -4.66436, -0.49155], [-1.91474, -3.83591, -0.54580], [-0.29719, -3.47390, -4.40946], [-1.91794, -3.46326, -3.71053], [-0.78269, -4.76079, -3.30505], [-3.58075, -2.52490, -1.52626], [-3.80968, -2.10697, -3.22013], [-4.96772, -1.53370, -2.01392], [-4.30173, 0.10825, 0.11630], [-3.82613, 1.67816, -0.51263], [-2.65331, 0.69734, 0.38585], [-3.23087, 0.76881, -4.32666], [-3.32277, 2.06697, -3.14733], [-4.67454, 0.95801, -3.32993], [-0.62463, -0.45632, 1.54812], [-0.79323, -1.44442, 2.84838], [-2.47294, -2.37098, 2.80431], [-2.99099, -3.02276, 3.91854], [-4.20885, -3.67870, 3.82225], [-4.90720, -3.66930, 2.62105], [-4.39480, -3.00398, 1.51636], [-3.17234, -2.35328, 1.60564], [-0.77088, -0.57035, 4.56799], [0.34413, -0.63403, 5.39469], [0.36245, 0.08058, 6.58530], [-0.72843, 0.85951, 6.94365], [-1.84252, 0.92533, 6.11606], [-1.86506, 0.21082, 4.92862], [0.66368, -2.69889, 2.87795], [0.69035, -3.82151, 3.69686], [1.78145, -4.67591, 3.65359], [2.84079, -4.40204, 2.79763], [2.80937, -3.28148, 1.98042], [1.71610, -2.42612, 2.01253], [-2.45813, -3.00843, 4.86316], [-4.61718, -4.19061, 4.68411], [-5.85959, -4.17905, 2.54959], [-4.94062, -2.99123, 0.58139], [-2.75637, -1.82743, 0.75577], [1.19963, -1.23414, 5.10866], [1.22990, 0.03028, 7.23075], [-0.71259, 1.41684, 7.87160], [-2.69248, 1.53399, 6.39597], [-2.73112, 0.26638, 4.27838], [-0.13884, -4.04031, 4.36016], [1.80485, -5.55576, 4.28350], [3.69087, -5.07149, 2.76351], [3.63119, -3.07952, 1.30520], [1.65487, -1.55699, 1.36404]],
  "forces_ev_per_a": [[-0.2, -0.1, -0.2], [0.0, 0.0, 0.0], [0.0, 0.0, 0.0], [0.0, 0.0, 0.0], [0.0, 0.0, 0.0], [0.1, 0.1, -0.1], [0.1, 0.0, 0.0], [0.0, 0.0, 0.0], [0.0, 0.0, 0.0], [0.0, 0.0, 0.0], [0.0, 0.0, 0.0], [0.0, 0.0, 0.0], [0.0, 0.0, 0.0], [0.0, 0.0, 0.0], [0.0, -0.1, 0.0], [0.1, 0.1, 0.0], [0.0, 0.0, 0.0], [0.0, 0.0, -0.1], [0.0, 0.0, 0.0], [0.0, 0.0, 0.0], [0.0, 0.0, 0.0], [0.0, 0.0, 0.0], [0.0, 0.0, 0.0], [0.0, 0.0, 0.0], [0.0, 0.0, 0.0], [0.0, 0.0, 0.0], [0.0, 0.0, 0.0], [0.0, 0.0, 0.0], [0.0, 0.0, 0.0], [0.0, 0.0, 0.0], [-0.1, 0.0, 0.0], [0.0, 0.0, 0.0], [0.0, 0.0, 0.0], [0.0, 0.0, 0.0], [0.0, 0.0, 0.0], [0.0, 0.0, 0.0], [0.0, 0.0, 0.0], [0.0, 0.0, 0.0], [0.0, 0.0, 0.0], [0.1, 0.1, 0.1], [0.0, 0.0, 0.0], [-0.1, 0.0, 0.0], [0.0, -0.1, -0.1], [0.0, 0.0, 0.0], [0.0, 0.0, 0.0], [0.0, 0.0, 0.0], [0.0, 0.0, 0.0], [0.0, -0.1, 0.0], [0.0, 0.0, 0.0], [0.0, 0.0, 0.0], [0.0, 0.0, 0.0], [0.0, 0.0, 0.0], [0.0, 0.0, 0.0], [0.0, 0.0, 0.0], [0.0, 0.0, 0.0], [0.0, 0.0, 0.0], [0.0, 0.0, 0.0], [0.0, 0.0, 0.0], [0.0, 0.0, 0.0], [0.0, 0.0, 0.0], [0.0, 0.0, 0.0], [0.0, 0.0, 0.0], [0.0, 0.0, 0.0], [0.0, 0.0, 0.0], [0.0, 0.0, 0.0], [0.0, 0.0, 0.0], [0.0, 0.0, 0.0], [0.0, 0.0, 0.0], [0.0, 0.0, 0.0], [0.0, 0.0, 0.0], [0.0, 0.0, 0.0], [0.0, 0.0, 0.0], [0.0, 0.0, 0.0], [0.1, 0.1, 0.0], [0.0, 0.0, 0.0], [-0.1, 0.2, 0.2], [0.0, -0.2, -0.1], [0.0, 0.0, 0.0], [0.0, 0.0, 0.0], [0.0, 0.0, 0.0], [0.0, 0.0, 0.0], [0.0, 0.0, 0.0], [0.0, 0.0, 0.0], [0.0, 0.0, 0.0], [0.0, 0.0, 0.0], [0.0, 0.0, 0.0], [0.0, 0.0, 0.0], [0.0, 0.0, 0.0], [0.0, 0.0, 0.0], [0.0, 0.0, 0.0], [0.0, 0.0, 0.0], [0.0, 0.0, 0.0], [0.0, 0.0, 0.0], [0.0, 0.0, 0.0], [0.0, 0.0, 0.0], [0.0, 0.0, 0.0], [0.0, 0.0, 0.0], [0.0, 0.0, 0.0], [0.0, 0.0, 0.0], [0.0, 0.0, 0.0], [0.0, 0.0, 0.0], [0.0, 0.0, 0.0], [0.0, 0.0, 0.0], [0.0, 0.0, 0.0], [0.0, 0.0, 0.0], [0.0, 0.0, 0.0], [0.0, 0.0, 0.0], [0.0, 0.0, 0.0], [0.0, 0.0, 0.0], [0.0, 0.0, 0.0]],
  "lowdin_charge": [0.0533, -0.0361, -0.1288, -0.0613, -0.1211, 0.0422, -0.4527, 1.1619, -0.4560, 0.0642, -0.0963, -0.0510, -0.1361, -0.0424, -0.4610, 0.0530, -0.1152, -0.0553, -0.1307, -0.0351, 0.0897, 0.0734, 0.0890, 0.1214, 0.0868, 0.0720, 0.1146, 0.0876, 0.0858, 0.0820, 0.0876, 0.1200, 0.0895, 0.0872, 0.0746, -0.2170, 0.3178, -0.2235, -0.2286, 0.3788, 0.3206, -0.2232, -0.2117, -0.2198, 0.3380, -0.2294, -0.2307, -0.2254, 0.0254, 0.0021, 0.0067, 0.0255, 0.0115, -0.0037, 0.0224, 0.0043, 0.0097, -0.0023, -0.0088, 0.0303, -0.0126, 0.0340, 0.0112, 0.0089, 0.0104, 0.0250, -0.0054, 0.0163, 0.0250, 0.0144, 0.0148, -0.0083, -0.0017, 0.0009, 0.0274, -0.4893, 1.1788, -0.2905, -0.1033, -0.0838, -0.0771, -0.0626, -0.0982, -0.3210, -0.0953, -0.0805, -0.0836, -0.0756, -0.0944, -0.3131, -0.0924, -0.0812, -0.0797, -0.0742, -0.0911, 0.1013, 0.1023, 0.1038, 0.1030, 0.0770, 0.1034, 0.1037, 0.1026, 0.1053, 0.1150, 0.1005, 0.1030, 0.1031, 0.1040, 0.0939]
}